Formula: C20H19NO5S
Source: OMol25
Level of theory: ωB97M-V with the def2-TZVPD basis set

Computed properties:
Energy relative to the best compared isomer or geometry (same formula, charge and spin) (kcal per mole): 41.5
DFT total energy (Ha): -1602.6510

Structure (ORCA input):
```
! wB97M-V def2-TZVPD RIJCOSX def2/J DEFGRID3
* xyz 0 1
C -1.90 -0.35 0.08
N 0.37 -0.38 0.28
O -1.61 -4.05 0.28
C -3.72 1.36 -0.21
O 4.94 -0.51 -1.37
C -5.07 1.62 -0.35
H 5.98 2.14 2.16
H 7.14 2.54 0.87
H -3.93 -0.73 -0.09
S -2.81 2.85 -0.22
H -3.05 -5.23 1.16
C -1.43 -1.72 0.22
O -3.51 -2.86 0.20
H 1.06 -3.36 -0.31
H -6.37 3.36 -0.58
C 6.09 2.40 1.10
H -4.21 4.82 -0.48
H 5.54 -1.72 -2.84
H -5.81 0.83 -0.36
C -2.40 -5.22 0.29
C -0.06 -1.68 0.35
C -0.70 0.49 0.12
C 0.88 -2.79 0.60
H 1.83 -2.41 0.98
H 2.32 -1.23 -1.27
C 3.40 1.53 1.19
H -1.71 -6.06 0.31
H 5.55 3.33 0.91
H -3.03 -5.26 -0.61
C -3.19 0.06 -0.07
H 3.67 2.32 1.87
H 0.45 -3.48 1.33
C -4.26 3.75 -0.41
C -2.30 -2.88 0.24
H 4.27 -2.42 -1.82
O 5.65 1.36 0.27
C 4.62 -1.51 -2.31
C 1.71 0.07 0.31
C 3.96 -0.04 -0.57
H 1.36 1.51 1.85
C 4.34 0.99 0.33
C 2.08 1.07 1.18
H 3.86 -1.16 -3.02
C -5.38 2.97 -0.46
C 2.65 -0.48 -0.57
O -0.59 1.70 0.03
*
```

And the Mulliken charges, in e, turn out to be:
1 C -0.301
2 N 0.425
3 O -0.263
4 C 0.153
5 O -0.451
6 C -0.552
7 H 0.365
8 H 0.233
9 H 0.465
10 S 0.070
11 H 0.311
12 C -0.268
13 O -0.674
14 H 0.252
15 H 0.393
16 C -0.941
17 H 0.419
18 H 0.233
19 H 0.448
20 C -0.728
21 C 0.816
22 C 0.796
23 C -1.588
24 H 0.394
25 H 0.528
26 C -0.606
27 H 0.219
28 H 0.374
29 H 0.299
30 C -0.085
31 H 0.378
32 H 0.450
33 C -0.367
34 C 0.517
35 H 0.357
36 O -0.427
37 C -0.901
38 C -1.065
39 C 0.903
40 H 0.451
41 C 1.085
42 C -1.225
43 H 0.350
44 C -0.570
45 C 0.054
46 O -0.728

Formula: CH2FNO2
Source: OMol25
Level of theory: ωB97M-V with the def2-TZVPD basis set

Computed properties:
Energy relative to the best compared isomer or geometry (same formula, charge and spin) (kcal per mole): 170.7
DFT total energy (Ha): -344.0764

Structure (ORCA input):
```
! wB97M-V def2-TZVPD RIJCOSX def2/J DEFGRID3
* xyz 0 1
H -1.35 0.42 -1.85
H -0.64 1.49 -0.51
N -0.27 -0.51 -0.61
O 0.32 -1.22 0.14
C -0.73 0.61 -0.99
F 1.95 -0.56 2.14
O 0.72 -0.23 1.67
*
```

And the Mulliken charges, in e, turn out to be:
1 H 0.243
2 H 0.341
3 N 0.255
4 O -0.246
5 C -0.260
6 F -0.100
7 O -0.233

Q: Among the records above, which one has the lowest energy relative to the best compared isomer or geometry (same formula, charge and spin)?
A: C20H19NO5S

Please write out number 1 again, unchanged.
Formula: C20H19NO5S
Source: OMol25
Level of theory: ωB97M-V with the def2-TZVPD basis set

Computed properties:
Energy relative to the best compared isomer or geometry (same formula, charge and spin) (kcal per mole): 41.5
DFT total energy (Ha): -1602.6510

Structure (ORCA input):
```
! wB97M-V def2-TZVPD RIJCOSX def2/J DEFGRID3
* xyz 0 1
C -1.90 -0.35 0.08
N 0.37 -0.38 0.28
O -1.61 -4.05 0.28
C -3.72 1.36 -0.21
O 4.94 -0.51 -1.37
C -5.07 1.62 -0.35
H 5.98 2.14 2.16
H 7.14 2.54 0.87
H -3.93 -0.73 -0.09
S -2.81 2.85 -0.22
H -3.05 -5.23 1.16
C -1.43 -1.72 0.22
O -3.51 -2.86 0.20
H 1.06 -3.36 -0.31
H -6.37 3.36 -0.58
C 6.09 2.40 1.10
H -4.21 4.82 -0.48
H 5.54 -1.72 -2.84
H -5.81 0.83 -0.36
C -2.40 -5.22 0.29
C -0.06 -1.68 0.35
C -0.70 0.49 0.12
C 0.88 -2.79 0.60
H 1.83 -2.41 0.98
H 2.32 -1.23 -1.27
C 3.40 1.53 1.19
H -1.71 -6.06 0.31
H 5.55 3.33 0.91
H -3.03 -5.26 -0.61
C -3.19 0.06 -0.07
H 3.67 2.32 1.87
H 0.45 -3.48 1.33
C -4.26 3.75 -0.41
C -2.30 -2.88 0.24
H 4.27 -2.42 -1.82
O 5.65 1.36 0.27
C 4.62 -1.51 -2.31
C 1.71 0.07 0.31
C 3.96 -0.04 -0.57
H 1.36 1.51 1.85
C 4.34 0.99 0.33
C 2.08 1.07 1.18
H 3.86 -1.16 -3.02
C -5.38 2.97 -0.46
C 2.65 -0.48 -0.57
O -0.59 1.70 0.03
*
```

And the Mulliken charges, in e, turn out to be:
1 C -0.301
2 N 0.425
3 O -0.263
4 C 0.153
5 O -0.451
6 C -0.552
7 H 0.365
8 H 0.233
9 H 0.465
10 S 0.070
11 H 0.311
12 C -0.268
13 O -0.674
14 H 0.252
15 H 0.393
16 C -0.941
17 H 0.419
18 H 0.233
19 H 0.448
20 C -0.728
21 C 0.816
22 C 0.796
23 C -1.588
24 H 0.394
25 H 0.528
26 C -0.606
27 H 0.219
28 H 0.374
29 H 0.299
30 C -0.085
31 H 0.378
32 H 0.450
33 C -0.367
34 C 0.517
35 H 0.357
36 O -0.427
37 C -0.901
38 C -1.065
39 C 0.903
40 H 0.451
41 C 1.085
42 C -1.225
43 H 0.350
44 C -0.570
45 C 0.054
46 O -0.728